The following is a quantum chemistry calculation of the molecule C4H9N in a non-equilibrium geometry, from the Open Molecules 2025 dataset.

```
14
Properties=species:S:1:pos:R:3:forces:R:3
C -0.455555 -2.360605 -0.658647 0.43 3.93 0.94
N 0.062308 -1.275013 -0.106048 -0.95 -1.81 -2.75
C -0.814848 -0.044502 -0.097031 -1.29 -1.70 1.12
C 0.005884 1.226899 -0.029859 0.65 0.39 -2.45
C 1.229334 1.182791 0.881203 0.74 0.03 -0.12
H 0.136173 -2.927166 -1.360862 0.66 -1.01 0.95
H -1.539972 -2.490995 -0.732645 -0.08 0.11 -0.18
H -1.276348 -0.046714 -1.142966 -0.24 0.04 1.87
H -1.544131 -0.131317 0.814239 0.82 0.26 -1.81
H 0.421682 1.310019 -1.065500 -0.32 0.14 0.50
H -0.717005 2.120731 0.026000 1.29 -1.19 0.53
H 1.741821 0.168897 0.995510 -0.55 1.38 -1.17
H 1.965823 2.039888 0.642725 -1.19 -1.48 0.71
H 0.784835 1.227088 1.833881 0.03 0.93 1.87
```
Forces are in eV/Å.

The maximum force comes out at 4.07 eV Å⁻¹. As for the SMILES: C=NCCC. Its charge is 0.

Mulliken population analysis, charges in e, atoms 1 to 8:
1 C -0.42
2 N -0.31
3 C -0.44
4 C -0.43
5 C -1.06
6 H 0.26
7 H 0.28
8 H 0.35

The following is a quantum chemistry calculation of the molecule C4H9N in a non-equilibrium geometry, from the Open Molecules 2025 dataset.

```
14
Properties=species:S:1:pos:R:3:forces:R:3
C 2.080731 -0.075595 -0.166631 -3.16 -0.53 0.62
C 0.839909 -0.448133 0.382465 3.86 1.38 -1.36
C -0.435245 -0.142799 -0.334675 0.43 2.06 1.38
C -0.990022 1.246314 0.129608 0.13 0.88 0.15
N -1.381718 -1.160162 -0.138779 -1.63 -1.09 0.74
H 3.060854 -0.161521 0.337154 -0.80 -0.08 -0.40
H 2.006004 0.390905 -1.197481 0.47 -0.57 1.38
H 0.703427 -0.920641 1.362495 0.41 0.22 -0.20
H -0.221892 -0.039576 -1.361799 0.14 -0.12 -1.41
H -0.607444 1.375972 1.265006 -1.40 0.16 -2.53
H -0.441453 2.060467 -0.567938 -1.48 -1.58 1.92
H -2.198343 1.256803 -0.030494 3.13 0.20 0.62
H -0.968811 -1.968003 -0.530491 0.11 -1.34 -0.71
H -1.445998 -1.414035 0.851565 -0.20 0.41 -0.19
```
Forces are in eV/Å.

The maximum force comes out at 4.32 eV Å⁻¹. As for the SMILES: C=C[C@H](C)N. Its charge is 0.

Mulliken population analysis, charges in e, atoms 1 to 8:
1 C -0.76
2 C -0.17
3 C 0.20
4 C -0.98
5 N -0.76
6 H 0.27
7 H 0.20
8 H 0.26

The following is a quantum chemistry calculation of the molecule C4H9N in a non-equilibrium geometry, from the Open Molecules 2025 dataset.

```
14
Properties=species:S:1:pos:R:3:forces:R:3
C 1.079926 -0.426105 -0.453396 -2.45 3.27 -3.28
C 0.763088 0.799226 0.444467 -1.64 1.63 1.63
C -0.890830 0.815259 0.656116 2.42 -1.75 -1.22
N -1.235692 -0.594457 0.261322 -0.30 -1.20 0.52
C -0.358961 -0.900208 -0.940439 0.99 -0.78 3.89
H 1.549505 -1.238535 0.027145 0.92 -0.57 0.37
H 1.455595 -0.071795 -1.461962 0.91 -0.68 1.42
H 1.247278 0.747257 1.432395 -0.32 -0.63 -0.10
H 0.969568 1.890591 0.261965 0.50 -1.24 -1.21
H -1.148926 1.112008 1.653801 -0.19 -0.45 0.68
H -1.384923 1.582717 0.015740 0.41 -0.90 -0.06
H -1.050219 -1.340926 1.034796 -0.26 2.22 -1.69
H -0.220120 -1.969151 -1.162132 -0.83 0.22 0.15
H -0.775287 -0.405876 -1.769813 -0.16 0.85 -1.10
```
Forces are in eV/Å.

The maximum force comes out at 5.24 eV Å⁻¹. As for the SMILES: C1CCNC1. Its charge is 0.

Mulliken population analysis, charges in e, atoms 1 to 8:
1 C -0.45
2 C -0.54
3 C -0.59
4 N -0.49
5 C -0.66
6 H 0.39
7 H 0.23
8 H 0.23

The following is a quantum chemistry calculation of a cluster of 2 separate species, C4H9N in total in a non-equilibrium geometry, from the Open Molecules 2025 dataset.

```
14
Properties=species:S:1:pos:R:3:forces:R:3
C -0.121245 0.742558 -0.096158 2.84 -3.46 0.66
C 0.071517 1.924220 -0.924138 -1.01 -2.90 -2.81
C -1.304764 0.198316 0.584038 -1.05 1.34 -1.40
C 1.155374 -1.931094 0.314430 1.34 -2.46 2.14
N 1.355872 -0.756296 -0.337228 -2.27 4.77 -1.27
H 1.047425 1.886692 -1.488528 -1.13 0.20 0.64
H -0.842437 1.717452 -1.658737 1.78 1.22 0.68
H -0.097466 2.808489 -0.393353 -0.14 1.58 0.69
H -1.935198 1.069227 0.933257 0.19 -0.89 -0.54
H -1.012089 -0.283121 1.469893 0.34 -1.05 1.18
H -1.897402 -0.514105 -0.079447 0.48 0.86 0.82
H 1.104126 -1.780852 1.445144 0.04 -0.10 -0.94
H 2.190764 -2.462423 0.124132 -2.04 0.17 0.48
H 0.285522 -2.619061 0.106695 0.63 0.73 -0.34
```
Forces are in eV/Å.

The maximum force comes out at 5.44 eV Å⁻¹. Its charge is 0.

Mulliken population analysis, charges in e, atoms 1 to 8:
1 C 0.33
2 C -0.83
3 C -0.95
4 C -0.61
5 N -0.37
6 H 0.26
7 H 0.20
8 H 0.30

The following is a quantum chemistry calculation of a cluster of 2 separate species, C4H9N in total in a non-equilibrium geometry, from the Open Molecules 2025 dataset.

```
14
Properties=species:S:1:pos:R:3:forces:R:3
C 0.508502 -3.132011 -2.094014 -0.90 -0.16 0.91
N 0.101104 -1.930524 -1.970651 0.76 -0.67 1.50
C 0.826649 -1.273085 -0.830866 -1.11 1.92 -0.31
H -0.177426 -3.912757 -2.466465 0.64 0.57 -0.92
H 1.397322 -3.502753 -1.551706 -0.26 0.03 -0.14
H 0.930746 -1.913145 0.037650 0.54 -0.39 -0.21
H 0.255513 -0.409780 -0.417408 -0.40 -0.69 -0.55
H 1.706199 -0.709839 -1.116955 0.74 -0.61 -0.28
C -0.920714 2.610962 2.739571 3.15 -0.04 1.06
C -0.755976 3.614086 1.897883 -0.91 1.13 -0.28
H -0.157311 1.816731 2.783517 -0.69 -0.10 -0.53
H -1.136228 2.932271 3.749251 -1.62 -0.43 0.07
H -0.069932 3.803215 1.090337 0.05 -0.96 -0.51
H -1.399175 4.467984 2.051190 0.01 0.40 0.19
```
Forces are in eV/Å.

The maximum force comes out at 3.33 eV Å⁻¹. As for the SMILES: C=NC.C=C. Its charge is 0.

Mulliken population analysis, charges in e, atoms 1 to 8:
1 C -0.26
2 N -0.35
3 C -0.75
4 H 0.24
5 H 0.26
6 H 0.32
7 H 0.25
8 H 0.28

The following is a quantum chemistry calculation of the ion C4H9N2 with charge +1 in a non-equilibrium geometry, from the Open Molecules 2025 dataset.

```
15
Properties=species:S:1:pos:R:3:forces:R:3
C -2.212678 0.055931 0.887034 -0.15 0.04 -4.90
N -1.873626 0.025698 -0.229701 -4.05 -0.64 4.77
C -0.734282 -0.045388 -0.956913 2.25 1.17 -2.03
N 0.220052 0.020763 0.128807 1.35 -1.73 -0.44
C 0.907536 -1.291185 0.058331 2.87 3.60 1.37
C 1.018251 1.215700 0.324063 -0.35 1.79 0.22
H -2.783506 0.180492 1.740005 -0.71 0.11 1.75
H -0.610807 -0.856477 -1.681311 -0.53 -0.96 0.99
H -0.814559 0.680989 -1.758558 0.46 1.43 0.32
H 1.714943 -1.193007 0.797148 0.28 -0.22 -0.48
H 0.305706 -1.950480 0.524691 -2.21 -2.85 0.66
H 1.308206 -1.505335 -0.908368 0.19 -0.53 -0.56
H 0.267140 2.123554 0.400533 1.61 -1.62 0.08
H 1.714974 1.195002 1.285458 -1.68 -0.22 -2.19
H 1.572649 1.343737 -0.611221 0.67 0.62 0.46
```
Forces are in eV/Å.

The maximum force comes out at 6.29 eV Å⁻¹. As for the SMILES: C#[N+]CN(C)C. Its charge is +1.

Mulliken population analysis, charges in e, atoms 1 to 8:
1 C 0.21
2 N 0.05
3 C -0.55
4 N 0.01
5 C -1.13
6 C -0.86
7 H 0.41
8 H 0.39

The following is a quantum chemistry calculation of the ion C4H9N2 with charge +1 in a non-equilibrium geometry, from the Open Molecules 2025 dataset.

```
15
Properties=species:S:1:pos:R:3:forces:R:3
C 0.742001 -1.511174 -0.897696 -2.14 1.04 -1.84
C 0.960951 -0.064697 -0.548441 0.74 1.21 -0.59
C -0.236753 0.869285 -0.656669 -1.55 0.93 1.51
N -1.320097 1.581026 -1.138063 3.52 -2.30 2.02
N 0.183279 0.535777 0.543256 -0.53 0.10 -1.60
C -0.163613 0.107240 1.863642 1.19 0.93 4.02
H 0.219918 -1.521755 -1.935616 1.33 -0.35 1.52
H 0.000382 -1.948784 -0.240102 -0.03 -0.14 0.30
H 1.640631 -2.057590 -0.861657 0.96 -0.74 -0.23
H 1.998263 0.398074 -0.648889 -1.49 -0.74 -0.12
H -1.523343 1.531665 -2.119443 -0.34 0.46 -0.08
H -1.866850 1.982941 -0.377798 -0.41 0.00 -0.94
H -0.386966 -0.974353 2.011266 0.18 0.75 -0.75
H -0.963658 0.705078 2.354799 0.13 -0.39 -1.02
H 0.715855 0.367265 2.651411 -1.57 -0.75 -2.21
```
Forces are in eV/Å.

The maximum force comes out at 4.66 eV Å⁻¹. As for the SMILES: C[C@H]1C(=[NH2+])N1C. Its charge is +1.

Mulliken population analysis, charges in e, atoms 1 to 8:
1 C -1.19
2 C 0.03
3 C 0.43
4 N -0.38
5 N 0.00
6 C -0.70
7 H 0.30
8 H 0.35

The following is a quantum chemistry calculation of the ion C4H9N2 with charge +1 in a non-equilibrium geometry, from the Open Molecules 2025 dataset.

```
15
Properties=species:S:1:pos:R:3:forces:R:3
C -3.055341 -0.139035 0.804038 1.33 -2.42 2.23
C -1.753682 -0.094028 0.668772 -1.47 1.00 -1.19
N -0.542458 0.127075 0.425779 -1.21 -0.25 -1.37
C 0.182354 0.329853 -0.873401 -0.40 0.01 -0.96
C 1.592828 -0.274021 -0.874750 -3.29 -1.85 2.71
N 2.069920 0.049788 0.469484 1.20 2.87 -1.14
H -3.432666 -1.121299 1.293647 0.30 1.50 -1.50
H -3.624335 0.752072 1.014900 -0.08 0.28 -0.38
H -0.019739 0.215370 1.242690 2.10 0.43 1.66
H 0.219242 1.370880 -1.150353 -0.25 0.64 0.62
H -0.434316 -0.135334 -1.607988 -0.51 -0.36 -0.64
H 2.178280 0.090895 -1.652471 0.87 0.44 -1.51
H 1.304647 -1.359961 -0.974335 1.39 0.76 0.07
H 2.741295 0.879484 0.368256 -1.22 -1.67 0.57
H 2.573972 -0.691738 0.845732 1.25 -1.39 0.83
```
Forces are in eV/Å.

The maximum force comes out at 4.64 eV Å⁻¹. As for the SMILES: C=C=[NH+]CCN. Its charge is +1.

Mulliken population analysis, charges in e, atoms 1 to 8:
1 C -0.78
2 C 0.64
3 N -0.10
4 C -0.50
5 C -0.54
6 N -0.54
7 H 0.28
8 H 0.32

no.,energy (eV)
1,-5781.5814
2,-5782.1393
3,-5782.5456
4,-5777.3881
5,-5780.7666
6,-7262.8580
7,-7265.2173
8,-7264.9815